54
Properties=species:S:1:pos:R:3 method="wB97M-V/def2-TZVPD" spin_multiplicity=5 homo_lumo_gap_ev="7.74 / 6.65" energy_ev=-56780.8700 homo_ev="-11.63 / -12.22" charge=+1 s2=6.01
Ir -1.039 -1.418 0.903
O -4.914 -0.858 -0.695
C -3.907 -1.215 -0.139
O -2.700 -1.062 -0.503
C -4.047 -1.949 1.233
C -5.252 -2.189 1.876
C -5.208 -2.784 3.133
C -3.991 -3.152 3.694
C -2.837 -2.895 2.965
N -2.903 -2.306 1.787
C -1.401 -3.283 3.431
O -1.288 -4.039 4.363
O -0.488 -2.754 2.721
H -6.178 -1.904 1.400
H -6.127 -2.950 3.675
H -3.918 -3.631 4.658
C 1.657 -2.585 -1.649
Te 1.269 -2.828 0.460
C 0.136 -4.623 0.139
H 2.700 -2.317 -1.787
H 1.025 -1.811 -2.073
H 1.442 -3.529 -2.138
H -0.727 -4.414 -0.487
H -0.186 -5.022 1.096
H 0.772 -5.354 -0.350
C 0.172 2.962 -3.263
C -0.389 3.530 -1.962
C -0.844 2.428 -1.007
N 0.323 1.736 -0.496
C 0.418 1.092 0.649
S -0.905 0.928 1.729
N 1.604 0.550 1.033
C 2.785 0.463 0.238
O 3.260 -0.635 0.059
C 3.278 1.746 -0.265
C 4.142 1.778 -1.366
C 4.573 2.991 -1.868
C 4.143 4.178 -1.290
C 3.328 4.152 -0.166
C 2.905 2.948 0.357
H 0.610 3.753 -3.866
H -0.627 2.501 -3.840
H 0.941 2.208 -3.090
H -1.246 4.160 -2.197
H 0.352 4.157 -1.460
H -1.494 1.719 -1.533
H -1.398 2.842 -0.163
H 1.137 1.783 -1.100
H 1.564 -0.098 1.818
H 4.448 0.846 -1.817
H 5.242 3.019 -2.712
H 4.463 5.127 -1.694
H 3.021 5.073 0.304
H 2.304 2.936 1.255

***

50
Properties=species:S:1:pos:R:3 method="wB97M-V/def2-TZVPD" homo_lumo_gap_ev=8.35 energy_ev=-42563.5448 homo_ev=-7.76 e_above_lowest_kj_mol=2.1 smiles="CSCC[C@H](NC(=O)c1ccccc1)C(=O)Nc1ccc(NC(C)=O)cc1"
C -3.753 -4.634 1.111
H -2.736 -4.717 0.739
H -4.459 -5.072 0.411
H -3.832 -5.126 2.075
S -4.181 -2.892 1.387
C -4.205 -2.289 -0.335
C -2.821 -2.205 -0.961
C -1.905 -1.239 -0.218
N -2.342 0.130 -0.421
C -2.101 1.119 0.465
O -1.400 0.946 1.453
C -2.754 2.422 0.170
C -2.969 2.881 -1.126
C -3.573 4.108 -1.334
C -3.972 4.881 -0.255
C -3.749 4.435 1.037
C -3.135 3.215 1.249
H -2.943 2.853 2.248
H -4.049 5.040 1.879
H -4.448 5.835 -0.424
H -3.731 4.464 -2.341
H -2.636 2.304 -1.978
H -2.900 0.316 -1.239
H -1.951 -1.439 0.862
C -0.437 -1.420 -0.674
O -0.137 -2.126 -1.614
N 0.408 -0.714 0.105
C 1.797 -0.594 0.005
C 2.558 -1.296 -0.925
C 3.928 -1.130 -0.955
C 4.568 -0.269 -0.067
C 3.805 0.435 0.862
C 2.436 0.269 0.893
H 1.846 0.816 1.614
H 4.289 1.104 1.553
N 5.960 -0.154 -0.154
C 6.811 0.618 0.582
O 6.472 1.365 1.471
C 8.256 0.437 0.157
H 8.379 0.712 -0.888
H 8.889 1.071 0.770
H 8.559 -0.601 0.286
H 6.377 -0.732 -0.870
H 4.511 -1.681 -1.680
H 2.075 -1.965 -1.617
H -0.022 -0.150 0.843
H -2.911 -1.890 -2.004
H -2.346 -3.186 -0.967
H -4.670 -1.305 -0.274
H -4.853 -2.954 -0.908

***

51
Properties=species:S:1:pos:R:3 method="wB97M-V/def2-TZVPD" homo_lumo_gap_ev=7.79 energy_ev=-44608.4564 homo_ev=-8.42 e_above_lowest_kj_mol=169.9
C -0.041 -3.502 -1.399
C -0.698 -3.479 -0.023
H 0.046 -3.317 0.766
H -1.192 -4.436 0.165
O -1.744 -2.532 0.069
C -1.458 -1.200 0.145
C -0.182 -0.682 0.304
C 0.004 0.695 0.391
C -1.081 1.544 0.300
C -2.374 1.048 0.123
C -2.573 -0.337 0.078
O -3.844 -0.856 -0.071
C -4.332 -1.649 1.003
C -4.397 -0.884 2.321
H -3.398 -0.584 2.634
H -5.008 0.010 2.217
H -4.831 -1.519 3.089
H -5.334 -1.942 0.678
H -3.720 -2.549 1.121
O -3.331 2.009 0.060
C -4.575 1.797 -0.591
C -4.414 1.458 -2.067
H -5.388 1.453 -2.547
H -3.964 0.475 -2.179
H -3.781 2.196 -2.554
H -5.161 1.023 -0.090
H -5.084 2.759 -0.476
H -0.945 2.611 0.370
C 1.359 1.283 0.609
O 1.561 2.211 1.363
N 2.330 0.674 -0.137
C 3.716 0.856 -0.045
C 4.369 2.072 -0.070
C 5.779 2.107 0.063
C 6.562 0.993 0.175
C 5.926 -0.259 0.140
N 6.473 -1.473 0.194
S 5.307 -2.573 0.108
N 4.042 -1.577 -0.001
C 4.495 -0.321 0.027
H 7.633 1.050 0.276
H 6.251 3.078 0.065
C 3.626 3.351 -0.274
H 3.034 3.589 0.610
H 2.929 3.252 -1.105
H 4.311 4.169 -0.476
H 2.081 -0.214 -0.553
H 0.662 -1.345 0.412
H 0.716 -4.281 -1.428
H 0.427 -2.548 -1.626
H -0.789 -3.706 -2.161